Entry 1:
{"formula": "C8H14FIN4O5", "method": "ωB97M-V/def2-TZVPD", "species": ["I", "F", "O", "O", "O", "O", "O", "N", "N", "N", "N", "C", "C", "C", "C", "C", "C", "C", "C", "H", "H", "H", "H", "H", "H", "H", "H", "H", "H", "H", "H", "H", "H"], "xyz": [[-0.062, 5.200, 2.130], [-0.763, -2.658, 1.640], [-2.982, -2.387, -2.888], [1.883, -1.634, 3.144], [2.300, 3.940, 1.000], [-2.786, -2.705, 0.812], [-0.752, -0.216, -1.759], [-1.082, -2.122, -0.625], [1.637, 0.995, 0.610], [-0.188, 2.124, -0.166], [-0.492, -0.063, 0.537], [-0.768, -0.778, -0.699], [0.540, 3.350, -0.454], [1.135, 4.037, 0.790], [-1.629, -2.496, 0.627], [0.330, 1.020, 0.314], [2.030, -0.284, 2.740], [-2.576, -2.706, -4.135], [2.140, -0.265, 1.203], [1.176, -1.654, 3.791], [1.284, 3.179, -1.232], [-1.492, -2.534, -4.370], [3.208, -0.292, 0.983], [-1.173, 2.107, -0.386], [2.207, 1.314, -0.166], [2.975, 0.077, 3.156], [-2.710, -3.773, -4.443], [-1.355, 0.202, 1.003], [-3.080, -2.160, -4.970], [1.241, 0.380, 3.103], [-0.178, 4.043, -0.895], [1.724, -1.175, 0.779], [-1.843, -2.291, -1.327]], "fmax_ev_per_a": 2.59, "total_charge": 0, "e_homo_ev": -5.24}

=====

Entry 2:
{"formula": "C8H14INO2P", "method": "ωB97M-V/def2-TZVPD", "species": ["I", "P", "O", "O", "N", "C", "C", "C", "C", "C", "C", "C", "C", "H", "H", "H", "H", "H", "H", "H", "H", "H", "H", "H", "H", "H", "H"], "xyz": [[3.768, 1.657, 0.856], [1.766, 0.671, -1.902], [0.945, 1.497, 1.445], [-3.162, 0.626, -1.386], [0.261, -0.937, -0.178], [0.342, -1.972, -1.146], [-1.190, 0.997, 0.556], [1.649, -0.170, -0.251], [-3.271, -0.004, -0.388], [-0.854, -0.030, -0.402], [-2.075, -0.251, 0.382], [1.884, 0.577, 1.066], [-0.406, 1.149, 1.774], [-4.227, -0.317, 0.044], [2.079, -0.043, 2.014], [-0.543, 0.208, 2.396], [-1.517, 1.958, 0.186], [2.324, -1.066, -0.253], [1.592, 1.813, -1.284], [-0.312, -2.812, -0.920], [-2.034, -0.935, 1.224], [-0.622, 2.019, 2.308], [-0.929, 0.289, -1.435], [3.161, 0.515, -1.932], [-0.008, -1.442, 0.690], [1.292, -2.447, -1.338], [0.087, -1.550, -2.124]], "fmax_ev_per_a": 3.87, "total_charge": 1, "e_homo_ev": -12.69, "relative_energy_ev": 0.000}

=====

Entry 3:
{"formula": "C8H14N", "method": "ωB97M-V/def2-TZVPD", "species": ["N", "C", "C", "C", "C", "C", "C", "C", "C", "H", "H", "H", "H", "H", "H", "H", "H", "H", "H", "H", "H", "H", "H"], "xyz": [[0.128, -1.428, -0.763], [-1.978, -0.791, 0.691], [3.581, 0.129, 1.388], [3.208, 0.413, 0.047], [-3.424, 0.049, -1.230], [-0.904, 0.260, 0.428], [-3.047, -0.788, -0.055], [3.331, 0.636, -1.216], [0.323, -0.256, -0.264], [-1.294, 1.236, -0.201], [-1.858, -1.233, 1.658], [4.197, 1.188, -1.589], [2.555, 0.773, -1.995], [0.892, -1.719, -1.309], [-3.050, 0.958, -0.985], [-4.545, -0.091, -1.340], [4.722, -0.078, 1.401], [-0.748, 0.733, 1.404], [-3.002, -0.256, -2.157], [-0.799, -1.891, -0.596], [-3.855, -1.425, 0.197], [3.389, 0.725, 2.267], [3.328, -0.955, 1.592]], "fmax_ev_per_a": 3.53, "total_charge": 1, "e_homo_ev": [-12.33, -12.33], "relative_energy_ev": 5.122}

=====

Entry 4:
{"formula": "C8H14N2O3S", "method": "ωB97M-V/def2-TZVPD", "species": ["S", "O", "O", "O", "N", "N", "C", "C", "C", "C", "C", "C", "C", "C", "H", "H", "H", "H", "H", "H", "H", "H", "H", "H", "H", "H", "H", "H"], "xyz": [[0.751, -0.340, 0.999], [-2.602, -1.754, -2.076], [-2.248, 1.347, 0.780], [-0.182, -1.012, 2.202], [-0.260, 0.005, -0.149], [-2.537, -0.891, 0.037], [-0.267, 0.056, -2.453], [0.091, -2.210, -1.245], [-1.505, -0.412, 2.318], [-1.940, 0.156, 0.868], [-2.015, -1.154, -1.174], [-0.504, -0.808, -1.272], [2.024, 2.161, 1.227], [0.913, 1.331, 1.714], [-0.135, -2.727, -0.395], [-0.012, 1.753, 1.378], [-1.592, 0.418, 3.101], [0.790, 0.354, -2.540], [0.661, 1.162, 2.804], [-3.604, -0.971, 0.076], [-0.898, 0.962, -2.375], [-2.139, -1.177, 2.676], [2.199, 2.360, 0.110], [-0.098, -2.740, -2.139], [1.165, -2.108, -1.134], [3.090, 1.880, 1.546], [-0.577, -0.438, -3.435], [1.942, 3.221, 1.568]], "fmax_ev_per_a": 4.39, "total_charge": 0, "e_homo_ev": -8.98, "relative_energy_ev": 3.462}

=====

Entry 5:
{"formula": "C8H14N2O3S", "method": "ωB97M-V/def2-TZVPD", "species": ["S", "O", "O", "O", "N", "N", "C", "C", "C", "C", "C", "C", "C", "C", "H", "H", "H", "H", "H", "H", "H", "H", "H", "H", "H", "H", "H", "H"], "xyz": [[-2.882, -0.291, 3.523], [0.051, 1.475, -3.396], [-0.707, -0.542, -2.557], [-1.001, 1.668, -0.266], [0.581, 0.080, -0.286], [-0.029, 0.971, 2.643], [1.850, -1.706, -1.185], [0.081, 0.381, -2.585], [-2.356, 0.471, 1.914], [1.175, 0.534, -1.535], [2.387, -0.451, -1.807], [-0.480, 0.718, 0.279], [0.978, -1.340, -0.014], [-0.872, 0.317, 1.680], [1.457, 1.617, -1.487], [-0.664, -0.795, 1.804], [-0.215, 0.536, 3.614], [-0.761, 1.363, -3.897], [2.592, -0.586, -2.854], [1.421, -1.442, 1.012], [0.064, -1.977, -0.117], [2.608, -2.358, -0.852], [-4.021, 0.424, 3.766], [1.310, -2.338, -1.903], [-2.666, 1.526, 1.939], [3.355, -0.128, -1.332], [-2.902, -0.087, 1.158], [-0.353, 1.962, 2.739]], "fmax_ev_per_a": 2.81, "total_charge": 0, "e_homo_ev": -9.20, "relative_energy_ev": 0.338}

=====

Entry 6:
{"formula": "C8H14N2O5S", "method": "ωB97M-V/def2-TZVPD", "species": ["S", "O", "O", "O", "O", "O", "N", "N", "C", "C", "C", "C", "C", "C", "C", "C", "H", "H", "H", "H", "H", "H", "H", "H", "H", "H", "H", "H", "H", "H"], "xyz": [[-2.590, -0.660, 1.589], [-0.627, -2.523, -0.203], [3.927, 0.962, 0.464], [2.093, 2.211, 0.174], [-0.700, 2.103, -0.152], [-2.885, 2.161, -0.619], [-0.444, -0.469, -1.118], [2.110, -0.777, -1.658], [1.901, 0.083, 1.342], [-2.852, -0.631, -0.192], [1.557, -1.670, -0.624], [-1.775, 0.100, -0.983], [2.703, 1.107, 0.580], [-1.695, 1.536, -0.557], [0.038, -1.590, -0.633], [2.132, -1.335, 0.780], [-2.821, 3.011, -0.158], [-2.175, 0.150, -2.036], [0.851, 0.338, 1.428], [0.259, 0.168, -1.485], [1.124, 2.210, 0.295], [2.277, -1.274, -2.536], [-1.685, -1.667, 1.514], [2.251, 0.151, 2.382], [1.791, -2.105, 1.481], [3.244, -1.541, 0.670], [-2.846, -1.686, -0.495], [3.073, -0.523, -1.356], [1.775, -2.700, -0.896], [-3.852, -0.154, -0.398]], "fmax_ev_per_a": 2.49, "total_charge": 0, "e_homo_ev": -9.38, "relative_energy_ev": 0.307}

=====

Entry 7:
{"formula": "C8H14N3", "method": "ωB97M-V/def2-TZVPD", "species": ["N", "N", "N", "C", "C", "C", "C", "C", "C", "C", "C", "H", "H", "H", "H", "H", "H", "H", "H", "H", "H", "H", "H", "H", "H"], "xyz": [[-3.143, -0.086, 0.724], [0.891, 0.053, -0.197], [-1.211, -1.087, -1.290], [1.652, -1.047, 0.179], [1.162, -2.408, 0.155], [2.863, 0.896, 0.237], [2.898, -0.503, 0.480], [-0.967, -0.239, -0.379], [-1.826, 0.580, 0.493], [0.929, 2.420, -0.678], [1.573, 1.219, -0.149], [-3.341, -0.196, 1.739], [1.861, -3.103, 0.394], [0.623, 2.452, -1.712], [-2.000, 1.589, -0.025], [0.196, -2.552, 0.513], [-3.697, 0.665, 0.306], [3.756, -1.184, 0.585], [3.531, 1.639, 0.112], [0.208, 2.679, 0.011], [1.765, 3.230, -0.774], [-2.164, -1.321, -1.587], [-0.587, -1.651, -1.789], [-1.349, 0.529, 1.508], [0.860, -2.507, -0.934]], "fmax_ev_per_a": 6.06, "total_charge": 1, "e_homo_ev": -11.26, "relative_energy_ev": 5.387}

=====

Entry 8:
{"formula": "C8H14N3O3S", "method": "ωB97M-V/def2-TZVPD", "species": ["S", "O", "O", "O", "N", "N", "N", "C", "C", "C", "C", "C", "C", "C", "C", "H", "H", "H", "H", "H", "H", "H", "H", "H", "H", "H", "H", "H", "H"], "xyz": [[0.711, -1.472, -0.692], [-0.152, -1.771, 0.427], [1.838, -0.525, -0.426], [-2.943, 1.232, 1.172], [0.603, -0.695, 3.401], [0.475, 0.733, 1.450], [-1.364, 0.069, 2.333], [-0.251, 2.246, -0.356], [-0.032, -0.134, 2.311], [1.360, -3.018, -1.235], [-0.344, -0.671, -1.930], [0.072, 0.719, -2.340], [-1.793, 0.901, 1.308], [-0.545, 1.368, 0.786], [-0.814, 1.870, -1.720], [-0.681, 2.733, -2.422], [-1.306, -0.967, -1.833], [1.352, 0.453, 0.743], [0.871, 2.395, -0.262], [-0.222, 0.928, -3.476], [1.118, 0.868, -2.219], [-0.755, 3.279, 0.106], [1.579, -0.426, 3.559], [0.398, -1.708, 3.416], [1.872, -3.306, -0.284], [-1.830, 1.577, -1.436], [-1.877, -0.178, 3.188], [2.044, -2.810, -2.021], [0.618, -3.689, -1.547]], "fmax_ev_per_a": 4.65, "total_charge": 1, "e_homo_ev": [-12.96, -12.01], "relative_energy_ev": 0.000}

=====

Entry 9:
{"formula": "C8H14NO", "method": "ωB97M-V/def2-TZVPD", "species": ["O", "N", "C", "C", "C", "C", "C", "C", "C", "C", "H", "H", "H", "H", "H", "H", "H", "H", "H", "H", "H", "H", "H", "H"], "xyz": [[1.264, -0.601, 2.154], [-1.451, -0.827, 1.684], [1.516, -0.361, 0.776], [1.111, 1.274, -0.950], [1.057, -1.365, -0.103], [1.625, 0.926, 0.315], [-1.893, 0.584, 1.726], [0.544, 0.326, -1.767], [0.561, -1.015, -1.349], [-0.191, 0.680, -3.050], [-0.934, -1.032, 2.540], [-1.063, 1.241, 1.975], [-2.245, 0.894, 0.745], [-0.755, -1.131, 0.970], [-0.481, 1.728, -3.101], [2.005, 1.732, 0.932], [-1.100, 0.083, -3.127], [-2.667, 0.717, 2.475], [1.198, 2.313, -1.203], [2.024, -1.043, 2.573], [1.330, -2.398, 0.107], [0.291, -1.782, -2.070], [0.513, 0.499, -3.861], [-2.262, -1.442, 1.608]], "fmax_ev_per_a": 1.97, "total_charge": 1, "e_homo_ev": -12.54, "relative_energy_ev": 0.526}